Entry 1:
Formula: C31H50NO14
Source: OMol25
Level of theory: wB97M-V/def2-TZVPD

```
96
Properties=species:S:1:pos:R:3:forces:R:3
H 0.650959 -1.680769 -3.474149 -0.94 -0.75 1.28
O -7.379827 1.449971 -4.156363 -0.17 0.21 0.43
H 2.576267 -1.215716 -2.490249 -0.29 -0.26 1.86
O 1.185304 -4.375112 8.209946 -0.07 0.31 -0.40
O -0.964605 5.421426 -0.996302 -0.66 0.13 -0.03
H 3.673795 -3.357170 7.568027 -0.08 -0.17 -0.03
H -1.350570 -4.150030 8.201833 0.23 0.09 -0.01
H -4.439398 3.774816 0.060515 -0.09 0.13 -0.07
O 1.708441 2.609534 -0.954801 2.86 -1.67 3.81
H 4.037988 -2.148380 -6.399957 0.66 1.10 1.37
C 1.168387 -2.321994 1.038908 -0.50 -0.31 2.49
C 4.429022 -1.420508 -5.611625 1.04 2.22 2.25
C -7.539073 2.136843 -3.176181 0.28 0.14 0.00
C 2.199304 -1.345009 -1.406972 -0.67 0.32 -0.09
H 2.486333 -3.835273 -2.844357 -1.07 -0.09 1.40
H 3.235224 -2.069813 1.860563 -0.84 -0.65 -1.45
H 3.103786 -4.743255 6.577985 -0.05 0.14 0.15
H 4.438447 0.428142 -7.087918 0.38 -0.58 1.67
O 4.472426 -2.302901 -0.887629 0.58 2.19 -1.41
C 3.371662 -1.505538 -0.319244 -1.81 -0.53 1.05
O -2.904454 6.039259 -0.231690 0.29 -0.05 -0.35
O 6.493784 -1.231953 -0.979371 -4.27 -0.82 -2.61
H 3.801054 -3.312911 5.801008 -0.28 0.13 0.03
H -1.742531 -2.717113 10.245921 0.03 0.03 -0.10
C -9.674441 2.737005 -3.865072 -0.38 0.02 -0.23
H 1.566316 -0.394844 -1.201795 1.08 -1.45 -0.16
H -10.571885 3.212770 -3.467630 0.26 0.01 0.18
H 5.378396 2.120744 -5.211216 -0.22 -1.78 0.57
C 2.448440 2.124468 -0.045423 -2.19 0.84 -2.63
C 1.803817 -3.970827 -1.934179 -0.53 -0.25 1.25
C 2.758206 -2.439075 0.875582 0.64 0.57 -0.02
H -4.308229 4.664725 1.568258 -0.11 0.13 -0.04
H 4.623826 1.829426 -0.337418 -1.52 -0.95 -0.40
C 3.677458 1.183876 -0.511244 0.20 0.92 1.44
H 1.482131 3.090967 1.335697 0.40 -0.64 -0.23
C -5.351985 1.749824 -2.408010 0.66 -0.17 -0.28
H -0.343825 -3.339724 2.467766 1.51 -0.33 -0.64
C -0.180314 4.529688 -1.792024 0.17 -0.23 -0.38
H -0.492946 4.551734 -2.838637 -0.12 -0.01 0.16
C 4.686138 -1.927469 -4.149341 0.39 3.80 -1.48
O 2.158736 2.375876 1.328241 0.95 -0.30 -2.69
C 0.640938 -0.897079 1.572738 -0.30 -0.40 0.28
H -5.475406 0.689065 -2.644689 -0.18 0.16 -0.07
C 5.203941 1.025192 -4.942972 -0.88 -3.18 0.51
H -0.011744 -3.012980 10.025327 -0.13 -0.08 -0.07
H 4.475122 -3.024613 -3.927396 0.40 1.78 -0.16
H 0.858471 4.854356 -1.736000 -0.24 0.10 0.21
O -2.826576 4.418249 -1.825679 0.26 0.41 0.29
C 5.209475 -0.921687 -3.060524 -1.61 -0.17 -3.47
O -6.629062 2.375721 -2.219540 -0.55 -0.11 -0.10
N 0.370571 -2.671108 -0.180953 1.82 -2.40 0.08
H 1.336808 -3.033924 3.138470 -0.88 -0.62 -1.41
C -2.288350 5.218868 -1.097796 0.17 0.02 0.27
H 0.866063 -0.812532 2.699618 -0.10 0.08 -1.80
C 4.660853 0.070445 -6.032308 0.88 -1.67 4.32
O -0.106727 -2.745673 7.289077 0.36 -0.25 -0.24
H -4.449116 3.531187 -3.223974 0.12 -0.22 0.12
H 1.144080 -4.448447 1.971983 -0.89 1.46 0.13
C -4.333104 5.927191 -0.183431 -0.58 -0.21 0.09
H 3.556108 1.009269 -1.629587 -0.02 0.28 1.65
H -3.537099 2.038661 -3.542504 -0.06 0.08 0.10
H -9.911798 1.698882 -4.106585 0.17 0.12 -0.05
C 0.761227 -3.396943 2.198885 1.09 1.12 0.71
C 5.459616 0.539344 -3.498799 -0.90 -2.12 -1.77
C -1.170638 -3.071336 8.193061 -0.37 -0.08 0.52
H 5.833189 1.276582 -2.718814 -0.52 -1.11 -1.22
C 1.154186 -2.569243 -1.444783 -0.48 0.67 -2.99
H -2.071290 -2.597416 7.799146 0.25 0.05 -0.23
C 3.188941 -3.656199 6.636045 0.44 -0.16 -0.06
H -0.248655 3.518878 -1.391587 -0.09 0.21 -0.20
H 1.043411 0.002928 1.000862 -0.56 -1.26 0.84
H 3.115415 -3.522703 0.750205 -0.76 1.58 -0.02
H 3.205771 0.024970 1.333846 0.98 -0.44 -1.64
H -5.013192 2.406657 -4.446996 0.00 -0.21 0.10
C 0.070903 -2.179178 -2.607915 1.03 0.06 -0.27
H -4.831099 1.808032 -1.450604 -0.30 0.14 0.05
O 1.911981 -3.028720 6.530321 -0.38 -0.13 0.18
O -0.291128 -3.798179 -0.072397 0.21 1.64 -0.58
C -4.761478 4.683546 0.573153 0.14 -0.25 0.02
C 3.842907 -0.143432 0.382524 -0.03 0.82 0.36
C -0.890876 -2.537465 9.585656 0.29 0.04 0.12
H -5.848493 4.650171 0.676666 0.09 0.04 -0.02
C 1.009157 -3.480388 7.418734 -0.06 0.16 0.15
C 5.406767 -1.484772 -1.583109 3.88 1.06 1.79
H -4.754700 5.952144 -1.192347 0.19 -0.12 0.04
H -9.361611 3.278665 -4.760578 0.00 -0.20 0.01
H -4.698338 6.812029 0.340636 0.33 0.04 -0.04
H 4.932677 -0.167267 0.766411 -1.76 -0.45 -0.81
C -4.537620 2.470205 -3.465648 -0.25 0.20 -0.36
H -0.695370 -1.428770 -2.220203 0.93 -1.17 -0.51
H -0.391774 -3.133737 -3.034704 0.33 1.49 0.82
H -0.687456 -1.463568 9.551155 -0.17 -0.06 -0.04
H -0.505372 -0.908912 1.479490 1.72 0.04 0.05
O -8.657282 2.818807 -2.868543 0.32 -0.24 0.02
H 0.935466 -4.701363 -2.156208 1.49 1.29 0.18
H 2.372325 -4.443489 -1.053315 -0.56 0.70 -1.52
```
Positions in Å, forces in eV/Å.

As for the HOMO energy (alpha / beta): -0.3204 / -0.3486 hartree. The spin multiplicity is 2. The total charge is 0. The HOMO-LUMO gap (alpha / beta) comes out at 8.2 / 9.0 eV. The calculation puts the LUMO energy (alpha / beta) at -0.52 / -0.52 eV.

Mulliken population analysis, charges in e, atoms 1 to 5: number 1, H, carries 0.2879; number 2, O, carries -0.5533; number 3, H, carries 0.3700; number 4, O, carries -0.5542; number 5, O, carries -0.3689

Entry 2:
Formula: C60H63GeN4O9P2PbS2
Source: OMol25
Level of theory: wB97M-V/def2-TZVPD

```
142
Properties=species:S:1:pos:R:3:forces:R:3
H -3.992572 -2.064660 -1.619983 0.02 -0.07 -0.02
C -2.419052 -4.012587 0.608895 0.22 0.44 0.00
H 2.954569 0.966458 3.782337 0.12 -0.12 0.02
C 0.893910 -5.302190 -0.200868 -0.18 0.01 0.08
C -0.493071 0.230664 -3.448918 -0.52 0.21 -0.06
C 0.173851 -3.699715 -1.825855 0.05 -0.04 -0.06
H -4.327469 -7.351748 0.277258 -0.03 -0.07 -0.01
H 1.983237 -5.828559 2.697921 0.02 0.00 -0.01
H -0.621902 2.090113 4.281120 -0.12 0.08 -0.01
C 0.521267 4.070219 -0.926720 -0.33 0.90 -0.47
C -1.395972 0.629759 -4.437006 2.17 -0.91 -0.68
C -5.008206 1.041420 -0.693777 -0.22 0.39 0.16
H 1.032467 -6.611795 -3.311106 0.07 -0.03 -0.03
H 4.469215 -0.638419 0.924699 0.03 -0.06 0.15
H -0.681550 2.270026 1.999923 0.12 0.14 0.07
C -3.385314 5.600979 -2.582463 -0.11 0.01 0.06
H 6.533233 1.708636 0.260479 0.13 0.00 -0.06
C -5.035070 -0.230467 -1.265914 0.04 -0.35 -0.14
H -1.442640 8.099165 -3.378900 -0.02 0.02 0.04
P -1.415236 -2.485464 0.848829 0.17 -0.50 0.07
C -4.846680 5.061186 -0.752981 0.02 -0.40 0.07
C -2.770069 2.743311 1.752292 -0.10 -0.01 0.15
C 0.139425 -3.565897 4.416097 0.07 0.04 -0.01
H 1.065480 5.775883 -2.158259 -0.03 0.10 -0.06
H -0.013640 5.278166 0.781843 0.03 0.09 0.15
H 5.010122 -3.617311 -1.256207 0.03 0.05 -0.14
C -0.210955 3.411229 -2.102762 0.23 -0.02 0.39
N -2.657519 1.123260 -4.064627 -2.76 1.13 1.46
H -4.791903 3.038348 1.116076 -0.02 0.01 -0.07
C 2.831153 1.920633 4.288653 -0.20 0.04 -0.23
O -1.715799 -1.581092 -0.460241 0.33 0.09 -0.30
H -2.765911 3.532952 2.489227 0.01 0.13 -0.01
C 5.184388 -4.138049 2.074890 0.11 -0.04 0.17
C -3.759614 4.414081 -3.210043 0.16 0.22 0.00
C 1.476169 2.512918 3.885847 0.14 0.18 1.03
H -2.439429 -3.966775 -1.527363 -0.03 0.00 -0.08
C 1.008905 -6.190410 4.562105 0.02 -0.16 0.06
C 0.208966 0.086958 -6.137205 0.16 -0.05 -0.04
H -0.993604 5.607070 -0.665605 -0.09 0.09 -0.05
C 1.115841 -0.277004 -5.153695 -0.14 -0.02 0.19
C 5.602130 1.933088 0.777022 -0.39 -0.06 -0.13
H -0.052617 -6.283860 6.419934 -0.04 -0.03 0.03
N -6.187246 3.061009 -0.800024 -0.73 2.16 0.85
C -3.862870 1.392354 0.096414 0.24 0.13 0.00
C -2.085354 7.593132 -2.658314 0.08 0.14 0.12
C -1.613768 2.003455 1.526969 -0.19 -0.13 -0.02
S -1.981602 -1.660468 2.522768 0.17 -0.07 -0.06
H 3.457363 1.508422 -1.890230 -0.05 -0.04 -0.15
O -2.877349 1.314897 -2.858558 0.54 -0.40 -2.07
H 1.450675 3.928608 5.533820 0.02 0.06 0.12
Pb 0.961302 0.452955 0.419285 -0.08 -0.01 0.10
H 2.891567 1.769346 5.366168 0.05 0.02 0.09
C -2.734453 -4.515900 -0.645913 0.02 0.14 0.02
H 4.256994 2.988078 -1.344448 0.03 0.15 -0.07
H -3.752257 -6.470181 2.516664 -0.03 -0.02 0.05
H -5.903526 -0.518050 -1.839362 -0.13 -0.04 0.04
H 2.022379 5.609701 -0.669864 0.09 0.09 0.00
H -0.779329 0.277488 -2.409122 -0.03 -0.03 0.07
H 2.316488 4.524463 -2.038569 0.13 -0.04 -0.09
O 2.915894 -0.910298 -3.125148 0.18 -0.04 -0.22
H -5.256308 5.318731 0.214584 -0.12 -0.04 0.03
H 5.473916 3.012099 0.843555 0.10 0.15 0.03
H 0.485767 0.026127 -7.183341 -0.03 0.00 0.03
C 0.931297 -4.086591 3.397337 -0.10 0.13 -0.42
P 1.303741 -2.994055 1.949375 0.00 0.39 -0.58
C 3.377307 -3.412198 0.096052 0.02 -0.07 0.03
H 0.478632 1.604083 5.581217 -0.01 -0.01 0.13
H 5.888001 -4.403022 2.852814 0.06 0.00 0.04
H 0.416530 4.382269 4.164302 -0.16 0.07 -0.02
H -3.664913 -6.094024 -1.741849 -0.03 -0.04 -0.08
H 2.167823 4.557330 4.031996 0.08 0.12 0.03
H 3.548042 -3.866798 3.436562 0.10 -0.03 0.06
C -1.047790 0.534966 -5.788508 -0.56 0.20 0.36
C -2.786631 -0.699660 -0.526848 -0.44 0.15 0.11
N -6.135231 1.798697 -0.730981 -0.45 -2.32 -0.63
C 4.339966 1.902532 -1.392429 -0.15 -0.01 0.35
H 6.620108 -4.299419 0.494308 0.03 0.01 -0.03
C 4.692216 -3.698819 -0.228533 0.08 0.00 -0.08
H 0.488883 2.827689 -2.696997 0.14 -0.08 -0.11
C 1.124170 -6.222701 -1.204549 0.02 -0.20 0.06
H 0.221563 -4.340106 -3.858681 -0.03 0.01 -0.07
C 5.593186 -4.073559 0.752922 0.11 -0.04 -0.05
C 1.355769 -5.409645 3.474052 -0.02 0.06 -0.09
H -1.777366 0.812971 -6.533791 -0.01 0.07 -0.02
C 3.873709 -3.853689 2.405274 -0.04 -0.08 -0.03
C 4.568791 -0.194666 -0.064322 -0.24 0.38 0.17
H -2.554509 -4.312988 2.715171 0.02 0.01 0.05
C 2.956077 -3.526890 1.413497 -0.10 0.02 0.12
H -0.989691 2.751499 -1.727609 -0.17 -0.12 0.03
C 1.775660 -0.647262 -2.752786 0.14 -0.15 0.03
C 1.550480 5.066990 -1.488773 -0.15 -0.26 0.23
H -1.261403 4.130728 0.264662 -0.13 0.09 0.06
C 0.760753 -0.221737 -3.806675 0.28 -0.03 -0.24
H 1.061614 -5.561007 0.835104 0.00 -0.15 -0.03
C 4.402624 1.328214 0.028443 0.95 -0.10 -0.38
S 1.587396 -1.167209 2.686938 0.24 -0.02 0.59
C -3.884315 2.464483 0.995079 0.19 -0.02 0.08
C 0.260083 -2.993723 0.537858 -0.62 0.07 1.71
H -0.171316 -2.707174 -2.064278 -0.02 0.16 0.01
H -4.930276 2.641596 -3.106202 0.00 -0.06 0.01
C 0.401810 -4.619388 -2.828958 -0.08 -0.07 -0.06
H -0.184048 -2.538105 4.352629 -0.01 0.04 0.02
O 3.227852 1.603989 0.732604 -0.98 0.45 0.59
N -1.575122 0.950292 0.737228 0.04 0.06 -0.04
H -3.344493 4.176783 -4.178041 0.07 0.00 -0.17
H 0.385425 0.660077 4.085089 -0.08 -0.17 0.02
H 2.692037 -3.093282 -0.672499 -0.07 0.10 -0.11
H -0.846971 -3.942678 6.271006 -0.03 0.02 0.05
C -3.470703 -5.921620 1.627688 -0.03 -0.15 -0.03
C 1.369844 3.943515 4.448114 0.08 -0.30 -0.31
H -1.507698 7.406952 -1.743834 -0.09 0.03 -0.03
C 0.353096 1.661454 4.501164 0.26 0.22 -0.33
H 5.223699 1.623735 -1.966540 0.03 0.01 -0.06
C -5.193102 3.845816 -1.348844 0.24 0.07 -0.24
C 0.213481 -5.668903 5.570057 0.02 -0.09 0.07
O -2.493515 6.404669 -3.270998 -0.04 -0.25 -0.11
H 3.792525 -0.600486 -0.708382 -0.03 -0.16 -0.12
O 1.154728 3.086439 -0.162071 0.62 -0.73 0.68
C -2.706157 0.558615 0.101179 -0.36 -0.11 -0.19
Ge 2.480625 3.340817 1.214576 -0.06 -0.24 -0.22
C -2.791030 -4.723997 1.743322 0.03 0.04 0.06
H 5.641923 1.526985 1.784406 0.03 -0.07 0.16
H 3.629772 2.591894 3.971270 0.15 0.01 -0.01
H 2.107374 -0.623614 -5.400655 0.11 -0.03 0.02
C -3.788859 -6.418369 0.372269 -0.03 -0.05 0.01
C -3.420422 -5.711748 -0.760464 -0.08 -0.12 -0.13
C -0.506819 4.830534 -0.080217 0.29 -0.29 -0.14
H -0.674288 4.167834 -2.735766 -0.07 0.04 -0.04
C -3.935118 5.913785 -1.347011 0.29 0.38 -0.27
C -0.223375 -4.357757 5.491086 -0.06 0.02 0.08
H 1.366927 -7.209173 4.625238 0.00 -0.07 0.00
H -3.664385 6.820658 -0.825238 0.06 0.08 -0.02
O 1.343086 -0.718504 -1.558757 -0.09 -0.01 -0.31
H -2.934316 8.244334 -2.411272 0.04 -0.04 -0.03
C 0.420737 -4.023665 -0.488354 0.26 0.12 -0.31
C 0.874763 -5.887141 -2.522939 0.01 -0.15 -0.25
C -3.950107 -1.082198 -1.168848 0.12 0.07 0.03
O -3.500896 1.354641 -4.953033 0.97 -0.29 0.87
H 1.487027 -7.211615 -0.950668 0.01 -0.03 -0.02
C -4.639582 3.550795 -2.604738 -0.06 0.02 0.16
H 5.541585 -0.455450 -0.481278 0.05 -0.03 -0.07
O 1.334895 2.519487 2.499040 0.04 -0.07 -1.20
```
Positions in Å, forces in eV/Å.

As for the HOMO energy (alpha / beta): -0.0127 / -0.0718 hartree. The spin multiplicity is 2. The total charge is -2. The HOMO-LUMO gap (alpha / beta) comes out at 3.8 / 5.4 eV. The calculation puts the LUMO energy (alpha / beta) at 3.42 / 3.42 eV.

Mulliken population analysis, charges in e, atoms 1 to 5: number 1, H, carries 0.2685; number 2, C, carries 0.3148; number 3, H, carries 0.1234; number 4, C, carries -0.7643; number 5, C, carries 0.5992

no.,E_tot (eV)
1,-63105.276
2,-189645.898